86
Properties=species:S:1:pos:R:3:lowdin_charge:R:1 method="wB97M-V/def2-TZVPD" lumo_ev=-0.8 relative_energy_kcal_mol=21.9 e_tot_ha=-3562.0399 homo_lumo_gap_ha=0.2311 fmax_ev_per_a=2.517 homo_ev=-7.125
Cd 1.23334 -0.92357 -0.24789 1.4176
C -1.39393 2.21491 -3.00533 -0.0476
C -2.40995 1.38352 -3.51984 -0.0441
C -2.25112 0.00312 -3.43835 -0.0033
C -1.09853 -0.49538 -2.78384 -0.2042
N -0.17402 0.34317 -2.21783 0.0692
C -0.24718 1.63935 -2.44439 -0.1396
C -0.83002 -1.93712 -2.70943 -0.1970
C -1.75634 -2.83711 -3.31552 0.0058
C -1.56276 -4.21390 -3.24771 -0.0267
C -0.41197 -4.66274 -2.61199 0.0056
C 0.49011 -3.73493 -2.02592 -0.2074
N 0.30350 -2.39838 -2.11521 0.1119
C 1.74119 -4.23097 -1.43933 -0.2382
C 2.05607 -5.61059 -1.44303 -0.0021
C 3.21893 -6.09068 -0.80974 -0.0452
C 3.99723 -5.16089 -0.13190 -0.0592
C 3.60666 -3.80593 -0.10685 -0.1824
N 2.51087 -3.35595 -0.76009 0.0211
H -1.48268 3.31352 -3.06379 0.1157
H -3.26453 1.84426 -3.95049 0.0996
H -3.02189 -0.65320 -3.89192 0.1111
H 0.60167 2.22036 -2.05784 0.1191
H -2.62220 -2.39890 -3.78878 0.0874
H -2.24630 -4.91357 -3.75879 0.1238
H -0.13023 -5.71299 -2.52317 0.0978
H 1.49413 -6.34227 -2.01610 0.0983
H 3.49493 -7.15799 -0.89287 0.1216
H 4.90184 -5.45352 0.41585 0.1131
H 4.19777 -3.04919 0.37987 0.0620
C -3.55088 5.38956 1.01558 -0.0535
C -2.47891 4.39952 1.36207 -0.2843
C -2.19631 3.28541 0.56609 -0.0310
C -1.18282 2.39880 0.95759 -0.0535
C -0.36611 2.70153 2.04423 -0.2797
C -0.68520 3.78097 2.84584 -0.0550
C -1.73573 4.61028 2.51094 -0.0478
S 0.90654 1.58721 2.58365 0.6027
O 0.21716 0.38072 3.02986 -0.3409
O 1.85872 2.27227 3.46889 -0.3465
N 1.56544 1.16981 1.12208 -0.1859
C 2.59942 1.92315 0.68927 -0.3244
C 3.07293 3.17564 1.23303 -0.0199
C 3.99371 3.94544 0.55691 -0.1054
C 4.55882 3.55667 -0.62577 -0.0645
C 4.25717 2.24209 -1.09429 -0.1605
C 4.90621 1.74673 -2.24513 0.0052
C 4.74411 0.40336 -2.62976 -0.0585
C 3.81064 -0.34991 -1.94727 -0.1449
N 3.06153 0.14093 -0.91628 -0.0146
C 3.29704 1.40295 -0.44213 -0.2011
H -3.11460 6.21282 0.41616 0.0887
H -3.97749 5.85799 1.93071 0.0891
H -4.36476 4.89536 0.48081 0.0723
H -2.80810 3.09803 -0.30890 0.1053
H -1.06173 1.41892 0.45119 0.0970
H -0.17407 3.97302 3.78906 0.1205
H -1.92635 5.49396 3.10552 0.1138
H 2.70205 3.55888 2.20202 0.0989
H 4.25360 4.90517 1.02157 0.1149
H 5.26469 4.21317 -1.10534 0.1003
H 5.49825 2.46221 -2.80305 0.1149
H 5.33928 -0.03121 -3.45545 0.1131
H 3.59672 -1.39339 -2.19394 0.0890
I 4.15878 -1.05927 2.87344 0.7248
C 2.99181 -2.89777 3.18169 -1.0614
I 1.09596 -3.57810 2.29769 0.9103
H 2.70494 -2.90470 4.25340 -0.0480
H 3.66167 -3.74295 2.91954 -0.0571
F -6.01299 0.70675 -0.29618 0.0827
C -5.28424 0.42957 0.76918 -0.1958
C -4.41806 -0.61922 0.83317 0.0531
N -3.56730 -0.73629 1.91342 0.0180
C -2.63507 -1.89626 2.07702 -0.0408
C -1.62143 -2.20530 0.97328 -0.7600
O -1.70509 -3.36575 0.53337 -0.0608
O -0.81093 -1.27236 0.63758 -0.2224
C -3.78927 -0.02132 3.10488 -0.4256
O -3.31849 -0.34269 4.20469 0.0642
N -4.71735 1.00793 2.95977 0.2039
C -5.35379 1.49577 1.81768 -0.3901
O -5.90642 2.57706 1.76503 0.0872
H -4.33752 -1.38425 0.07896 0.1456
H -3.20999 -2.80567 2.23578 0.1281
H -2.04896 -1.66943 3.00330 0.1337
H -4.70186 1.63379 3.76982 0.1729